[1]
{"formula": "C36H81BBrN4O4", "method": "ωB97M-V/def2-TZVPD", "e_lumo_ev": 2.34, "largest_force_ev_per_a": 3.897, "orbital_gap_ev": 6.59, "charge": -1, "elements": ["C", "C", "C", "C", "N", "C", "O", "B", "C", "Br", "C", "C", "O", "C", "C", "C", "O", "C", "O", "C", "C", "C", "C", "C", "C", "H", "H", "H", "H", "H", "H", "H", "H", "H", "H", "H", "H", "H", "H", "H", "H", "H", "H", "H", "H", "H", "H", "H", "H", "H", "H", "H", "H", "H", "H", "H", "H", "H", "H", "H", "H", "C", "C", "N", "C", "C", "C", "C", "H", "H", "H", "H", "H", "H", "H", "H", "H", "H", "H", "H", "H", "H", "H", "C", "C", "N", "C", "C", "C", "C", "H", "H", "H", "H", "H", "H", "H", "H", "H", "H", "H", "H", "H", "H", "H", "C", "C", "N", "C", "C", "C", "C", "H", "H", "H", "H", "H", "H", "H", "H", "H", "H", "H", "H", "H", "H", "H"], "positions_angstrom": [[-2.818, -0.807, 6.443], [-2.177, 0.587, 6.483], [-1.255, 0.954, 5.285], [-1.063, -0.134, 4.222], [0.133, 0.213, 3.420], [0.245, -0.675, 2.237], [1.325, -1.569, 2.302], [1.534, -1.918, 0.864], [1.469, -3.513, 0.456], [3.135, -4.182, -0.384], [0.241, -3.908, -0.371], [0.336, -3.526, -1.859], [0.825, -0.936, 0.021], [0.212, 0.051, 0.817], [-1.295, 0.050, 0.493], [-1.637, 0.519, -0.926], [-2.321, 1.791, -0.965], [-3.584, 1.747, -0.575], [-4.273, 0.791, -0.617], [-4.155, 3.069, -0.084], [-5.476, 2.863, 0.646], [0.904, 1.392, 0.941], [0.900, 2.229, -0.371], [2.358, 1.287, 1.433], [2.685, 2.369, 2.487], [-2.044, -1.565, 6.377], [-3.289, -0.976, 7.411], [-3.537, -0.923, 5.638], [-1.576, 0.666, 7.390], [-2.987, 1.304, 6.615], [-1.734, 1.787, 4.771], [-0.280, 1.308, 5.619], [-1.932, -0.109, 3.574], [-0.894, -1.131, 4.634], [0.920, -0.088, 3.993], [-0.623, -1.352, 2.326], [2.735, -1.637, 0.698], [1.414, -4.068, 1.391], [0.127, -4.995, -0.313], [-0.657, -3.497, 0.089], [0.021, -4.383, -2.457], [-0.363, -2.730, -2.114], [1.334, -3.234, -2.172], [-1.594, -0.992, 0.536], [-1.888, 0.560, 1.258], [-2.195, -0.261, -1.431], [-0.740, 0.646, -1.514], [-4.368, 3.638, -0.992], [-3.431, 3.646, 0.486], [-6.331, 2.852, -0.023], [-5.495, 1.953, 1.235], [-5.624, 3.677, 1.355], [0.359, 1.999, 1.661], [1.058, 1.613, -1.250], [1.710, 2.953, -0.281], [-0.025, 2.800, -0.439], [2.615, 0.327, 1.874], [3.020, 1.488, 0.591], [2.088, 2.138, 3.368], [2.501, 3.373, 2.109], [3.730, 2.243, 2.764], [3.201, 0.103, -7.478], [3.012, 0.314, -5.982], [2.320, -0.777, -5.329], [1.888, -0.464, -3.973], [2.960, -0.192, -2.915], [2.902, -2.096, -5.509], [4.352, -2.310, -5.059], [2.246, -0.095, -7.968], [3.631, 1.001, -7.926], [3.881, -0.723, -7.693], [2.417, 1.222, -5.849], [3.994, 0.516, -5.527], [1.240, -1.269, -3.616], [1.237, 0.417, -4.029], [3.453, -1.109, -2.593], [2.493, 0.237, -2.029], [3.721, 0.513, -3.257], [2.835, -2.355, -6.571], [2.264, -2.831, -5.010], [5.009, -1.498, -5.376], [4.739, -3.232, -5.501], [4.432, -2.419, -3.979], [-1.536, -7.816, -6.167], [-0.977, -6.444, -5.818], [-0.901, -5.546, -6.955], [-0.114, -4.350, -6.692], [-0.628, -3.370, -5.633], [-2.140, -5.339, -7.681], [-3.346, -4.793, -6.905], [-0.971, -8.274, -6.980], [-1.469, -8.473, -5.298], [-2.587, -7.770, -6.457], [0.034, -6.589, -5.429], [-1.569, -6.021, -4.992], [0.034, -3.811, -7.632], [0.888, -4.675, -6.392], [-1.474, -2.786, -5.995], [0.163, -2.659, -5.381], [-0.918, -3.871, -4.710], [-2.433, -6.291, -8.132], [-1.941, -4.685, -8.534], [-3.483, -5.292, -5.945], [-4.257, -4.953, -7.487], [-3.267, -3.721, -6.729], [0.002, 8.212, 7.541], [-0.005, 6.780, 8.057], [-0.507, 5.822, 7.092], [-0.782, 4.515, 7.665], [0.401, 3.712, 8.218], [0.159, 5.815, 5.799], [1.669, 5.554, 5.768], [-0.988, 8.505, 7.188], [0.288, 8.892, 8.346], [0.716, 8.352, 6.729], [-0.654, 6.749, 8.938], [1.007, 6.527, 8.408], [-1.304, 3.905, 6.922], [-1.505, 4.652, 8.476], [1.013, 3.289, 7.422], [0.028, 2.874, 8.811], [1.041, 4.311, 8.868], [-0.027, 6.779, 5.317], [-0.340, 5.089, 5.152], [2.206, 6.123, 6.530], [2.071, 5.852, 4.797], [1.904, 4.498, 5.896]]}

[2]
{"formula": "C41H42BrN8O3P2ReSSe2", "method": "ωB97M-V/def2-TZVPD", "e_above_lowest_kcal_mol": 4.2, "e_lumo_ev": [-2.83, -3.33], "largest_force_ev_per_a": 1.754, "s2": 0.76, "orbital_gap_ev": [7.47, 6.97], "multiplicity": 2, "charge": 1, "elements": ["Re", "N", "C", "C", "N", "H", "H", "H", "H", "H", "H", "H", "H", "Se", "P", "C", "C", "C", "C", "C", "C", "C", "C", "C", "C", "C", "C", "C", "C", "N", "N", "N", "P", "Se", "C", "C", "C", "C", "C", "C", "C", "C", "C", "C", "C", "C", "H", "H", "H", "H", "H", "H", "H", "H", "H", "H", "H", "H", "H", "H", "H", "H", "H", "H", "H", "H", "C", "C", "C", "N", "N", "C", "N", "S", "H", "H", "H", "H", "H", "H", "H", "C", "C", "O", "H", "H", "H", "Br", "C", "C", "C", "C", "C", "C", "C", "O", "O", "H", "H", "H", "H"], "positions_angstrom": [[1.008, -0.867, 1.247], [-0.561, -1.486, 2.629], [-1.037, -2.846, 2.291], [-1.424, -2.807, 0.822], [-0.252, -2.317, 0.064], [-0.216, -1.409, 3.583], [-1.320, -0.814, 2.504], [-1.881, -3.143, 2.914], [-0.216, -3.549, 2.456], [-2.246, -2.104, 0.680], [-1.737, -3.784, 0.453], [-0.505, -2.025, -0.876], [0.465, -3.046, -0.012], [-0.972, 3.960, -3.190], [-2.300, 3.247, -1.729], [-3.790, 2.477, -2.438], [-4.605, 1.612, -1.709], [-5.755, 1.095, -2.286], [-6.102, 1.440, -3.585], [-5.296, 2.304, -4.311], [-4.141, 2.821, -3.742], [-2.875, 4.524, -0.571], [-3.681, 4.216, 0.527], [-4.148, 5.233, 1.342], [-3.828, 6.556, 1.066], [-3.037, 6.863, -0.029], [-2.560, 5.850, -0.848], [-1.568, 1.940, -0.696], [-0.361, 1.242, -0.707], [-0.439, 0.367, 0.345], [-1.601, 0.546, 0.955], [-2.282, 1.470, 0.353], [0.950, 0.854, -1.872], [2.439, -0.258, -0.712], [0.157, -0.234, -3.080], [-1.010, 0.197, -3.714], [-1.657, -0.640, -4.607], [-1.147, -1.906, -4.870], [0.018, -2.332, -4.248], [0.673, -1.499, -3.351], [1.786, 2.199, -2.696], [2.398, 3.186, -1.928], [3.069, 4.218, -2.555], [3.147, 4.252, -3.943], [2.562, 3.250, -4.703], [1.877, 2.218, -4.083], [-4.346, 1.340, -0.695], [-6.383, 0.423, -1.716], [-7.003, 1.037, -4.030], [-5.564, 2.579, -5.323], [-3.503, 3.487, -4.308], [-3.934, 3.192, 0.752], [-4.768, 4.992, 2.196], [-4.200, 7.347, 1.704], [-2.787, 7.893, -0.250], [-1.937, 6.083, -1.702], [-1.399, 1.191, -3.529], [-2.561, -0.300, -5.095], [-1.657, -2.559, -5.566], [0.421, -3.313, -4.460], [1.583, -1.832, -2.866], [2.343, 3.153, -0.847], [3.532, 4.998, -1.966], [3.670, 5.062, -4.432], [2.631, 3.275, -5.782], [1.399, 1.450, -4.677], [1.850, -1.091, 7.258], [2.302, -2.246, 6.359], [2.657, -1.763, 4.991], [1.812, -1.627, 4.041], [2.358, -1.134, 2.880], [3.645, -0.868, 3.000], [4.425, -0.306, 2.056], [4.262, -1.264, 4.556], [1.538, -1.471, 8.230], [1.013, -0.558, 6.808], [2.660, -0.378, 7.419], [1.505, -2.983, 6.249], [3.160, -2.759, 6.796], [4.105, -0.417, 1.104], [5.416, -0.460, 2.158], [1.875, 2.150, 1.968], [1.027, 0.971, 2.380], [0.327, 1.026, 3.362], [1.861, 2.900, 2.758], [1.442, 2.576, 1.059], [2.894, 1.845, 1.735], [1.852, -5.202, 3.842], [2.253, -5.912, 2.126], [2.032, -7.262, 1.904], [2.313, -7.797, 0.657], [2.803, -6.985, -0.355], [3.008, -5.634, -0.121], [2.740, -5.081, 1.128], [3.006, -3.607, 1.358], [3.997, -3.248, 1.971], [2.107, -2.845, 0.827], [1.648, -7.884, 2.700], [2.150, -8.852, 0.480], [3.030, -7.404, -1.327], [3.394, -4.995, -0.906]]}

[3]
{"formula": "C7H10N3S", "method": "ωB97M-V/def2-TZVPD", "e_above_lowest_kcal_mol": 80.6, "e_lumo_ev": [-3.86, -4.53], "largest_force_ev_per_a": 5.235, "s2": 2.01, "orbital_gap_ev": [5.24, 7.69], "multiplicity": 3, "charge": 1, "elements": ["C", "C", "C", "C", "C", "C", "C", "N", "N", "N", "S", "H", "H", "H", "H", "H", "H", "H", "H", "H", "H"], "positions_angstrom": [[-0.435, 1.142, 0.120], [0.819, 0.684, 0.305], [-2.856, -1.578, -0.728], [-1.479, -1.235, -0.186], [-0.386, -1.041, -1.169], [-1.242, 0.167, -0.654], [1.881, 1.517, 0.939], [-3.161, -0.392, -1.552], [-2.378, 0.499, -1.481], [3.139, 0.720, 1.252], [1.298, -0.765, -0.516], [-0.786, 2.059, 0.443], [-2.827, -2.379, -1.628], [-3.613, -1.798, 0.081], [-1.208, -1.565, 0.847], [-0.557, -1.539, -2.202], [1.518, 1.731, 1.977], [2.073, 2.391, 0.322], [2.950, 0.066, 2.010], [4.073, 1.286, 1.288], [3.175, 0.032, 0.530]]}

[4]
{"formula": "C5H35N3O11", "method": "ωB97M-V/def2-TZVPD", "e_above_lowest_kcal_mol": 128.1, "e_lumo_ev": -0.26, "largest_force_ev_per_a": 6.288, "orbital_gap_ev": 8.39, "smiles": "C[C@H](N)CC/N=C\\N.O.O.O.O.O.O.O.O.O.O.O", "elements": ["C", "C", "C", "C", "N", "C", "N", "N", "H", "H", "H", "H", "H", "H", "H", "H", "H", "H", "H", "H", "H", "H", "H", "O", "H", "H", "O", "H", "H", "O", "H", "H", "O", "H", "H", "O", "H", "H", "O", "H", "H", "O", "H", "H", "O", "H", "H", "O", "H", "H", "O", "H", "H", "O"], "positions_angstrom": [[0.620, -2.552, -2.585], [0.916, -1.119, -1.940], [-0.270, -0.312, -2.079], [-1.306, -0.333, -0.888], [-1.422, -2.005, 1.488], [-2.113, -2.272, 0.196], [-1.971, -1.635, -0.893], [1.573, -1.177, -0.680], [0.087, -2.392, -3.571], [-0.226, -3.208, -2.089], [1.524, -3.068, -2.579], [1.628, -0.651, -2.670], [-0.787, -0.700, -2.925], [0.227, 0.838, -2.371], [-1.012, 0.029, 0.151], [-2.128, 0.355, -1.084], [-0.679, -1.329, 1.276], [-1.013, -2.745, 1.950], [-2.883, -3.006, 0.235], [1.399, -0.457, -0.151], [2.487, -1.208, -0.717], [3.775, 1.331, -3.587], [4.359, 0.059, -2.859], [3.668, 0.362, -3.367], [0.574, 3.188, 1.867], [-0.169, 1.758, 1.918], [-0.204, 2.664, 1.536], [-1.823, -2.532, -3.349], [-3.144, -2.731, -3.784], [-2.308, -2.669, -4.130], [5.800, 0.245, -0.667], [4.447, 0.183, -1.145], [5.295, 0.650, -1.357], [1.276, 2.226, -0.067], [2.060, 1.951, -1.487], [1.326, 1.984, -0.921], [-4.898, 2.294, 2.609], [-5.606, 1.358, 1.503], [-4.775, 1.691, 1.943], [1.338, -0.252, 2.757], [0.648, 0.804, 3.545], [1.221, 0.673, 2.856], [-1.260, 0.246, 5.568], [-1.016, 1.579, 5.252], [-0.484, 0.700, 5.316], [3.533, -0.319, 1.712], [4.814, 0.374, 1.125], [4.143, -0.380, 0.942], [-1.818, 4.008, 0.532], [-0.581, 3.648, -0.423], [-1.247, 4.414, -0.204], [-3.092, -0.927, 2.156], [-4.434, -0.328, 2.775], [-3.854, -1.010, 2.757]]}

What did the third record say?
{"formula": "C7H10N3S", "method": "ωB97M-V/def2-TZVPD", "e_above_lowest_kcal_mol": 80.6, "e_lumo_ev": [-3.86, -4.53], "largest_force_ev_per_a": 5.235, "s2": 2.01, "orbital_gap_ev": [5.24, 7.69], "multiplicity": 3, "charge": 1, "elements": ["C", "C", "C", "C", "C", "C", "C", "N", "N", "N", "S", "H", "H", "H", "H", "H", "H", "H", "H", "H", "H"], "positions_angstrom": [[-0.435, 1.142, 0.120], [0.819, 0.684, 0.305], [-2.856, -1.578, -0.728], [-1.479, -1.235, -0.186], [-0.386, -1.041, -1.169], [-1.242, 0.167, -0.654], [1.881, 1.517, 0.939], [-3.161, -0.392, -1.552], [-2.378, 0.499, -1.481], [3.139, 0.720, 1.252], [1.298, -0.765, -0.516], [-0.786, 2.059, 0.443], [-2.827, -2.379, -1.628], [-3.613, -1.798, 0.081], [-1.208, -1.565, 0.847], [-0.557, -1.539, -2.202], [1.518, 1.731, 1.977], [2.073, 2.391, 0.322], [2.950, 0.066, 2.010], [4.073, 1.286, 1.288], [3.175, 0.032, 0.530]]}